No. 1
147
Properties=species:S:1:pos:R:3:mulliken_charge:R:1 method="wB97M-V/def2-TZVPD" total_energy_ev=-501736.2841 max_force_ev_per_a=2.59 total_charge=+1
C 2.752 1.826 2.816 -0.93
C 1.241 1.882 2.473 -0.63
C 1.001 2.022 0.966 0.54
F 0.855 3.335 0.604 -0.39
N -0.045 1.169 0.373 0.75
C -1.365 1.052 0.646 -0.81
N -2.252 1.752 1.335 0.93
P -1.701 3.342 2.049 -0.43
N -2.304 3.374 3.613 -0.42
O -2.609 4.430 1.242 0.14
P -3.912 1.288 1.606 0.53
O -4.598 0.732 0.287 -0.44
O -4.559 2.740 1.873 -0.41
S -4.152 0.186 3.138 -0.34
N -1.872 -0.087 -0.033 1.07
P -2.157 0.498 -1.733 -0.05
O -2.831 1.942 -1.334 -0.49
I -4.000 -0.844 -2.673 -0.08
C -0.752 -1.075 0.008 -1.14
I -1.047 -1.897 2.031 0.04
C -0.862 -2.223 -0.986 -0.41
C -2.099 -3.137 -0.837 -0.90
C -1.827 -4.541 -0.334 -0.18
O -2.623 -5.450 -0.568 -0.60
O -0.678 -4.763 0.386 -0.27
C 0.474 -0.124 -0.081 1.51
S 1.271 0.075 -1.738 -0.33
C 1.578 -0.775 0.838 -3.10
O 2.903 -0.399 0.526 0.39
C 3.829 -1.421 0.706 -0.36
C 3.707 -2.351 1.782 0.59
C 4.648 -3.401 2.004 -0.37
C 4.493 -4.402 3.119 -1.70
C 5.768 -3.479 1.118 -1.22
C 5.901 -2.552 0.027 -0.34
C 4.945 -1.497 -0.208 -0.02
C 5.109 -0.489 -1.345 1.67
C 5.140 0.959 -0.789 -1.14
C 6.384 -0.715 -2.162 -2.06
H 2.978 0.830 3.190 0.06
H 3.001 2.563 3.570 0.41
H 3.378 1.960 1.936 0.21
H 0.715 1.019 2.874 0.42
H 0.842 2.753 2.981 0.72
H 1.928 1.712 0.483 -0.19
H -2.270 2.449 4.033 0.32
H -3.247 3.752 3.674 0.35
H -2.077 4.655 0.460 0.02
H -4.863 1.411 -0.347 0.34
H -4.604 3.231 1.035 0.31
H -3.124 2.370 -2.152 0.33
H 0.036 -2.835 -0.925 0.52
H -0.893 -1.801 -1.991 0.69
H -2.505 -3.297 -1.832 0.46
H -2.904 -2.686 -0.260 0.42
H -0.958 -5.110 1.244 0.26
H 0.816 -0.987 -2.413 0.21
H 1.394 -0.590 1.892 0.26
H 1.500 -1.848 0.658 1.40
H 2.854 -2.246 2.447 0.80
H 5.253 -4.203 3.876 0.39
H 3.505 -4.381 3.567 0.24
H 4.713 -5.387 2.721 0.50
H 6.515 -4.253 1.239 0.39
H 6.782 -2.688 -0.590 0.02
H 4.277 -0.640 -2.030 0.12
H 4.971 0.982 0.282 0.15
H 4.456 1.617 -1.320 0.16
H 6.142 1.360 -0.938 0.56
H 7.272 -0.647 -1.545 0.39
H 6.323 -1.685 -2.655 0.45
H 6.401 0.015 -2.969 0.49
C -3.635 7.793 0.035 -0.10
Cl -4.919 8.979 -0.229 -0.14
Cl -2.787 7.409 -1.487 -0.08
H -2.926 8.200 0.740 0.20
H -4.071 6.884 0.433 0.05
C -0.209 5.180 -2.839 -0.64
Cl -0.683 6.260 -4.155 -0.11
Cl -1.563 4.291 -2.118 0.06
H 0.505 4.460 -3.220 0.48
H 0.240 5.783 -2.059 0.26
C -8.975 4.111 4.043 0.13
Cl -9.486 4.973 2.578 -0.18
Cl -10.347 3.433 4.922 -0.16
H -8.319 3.303 3.752 0.18
H -8.452 4.814 4.684 0.02
C 1.607 -7.027 0.756 0.03
Cl 2.776 -5.700 0.752 0.00
Cl 1.301 -7.636 2.386 -0.17
H 0.675 -6.662 0.342 -0.17
H 1.993 -7.837 0.151 0.35
C 9.661 -4.423 -1.249 0.25
Cl 8.620 -5.625 -0.478 -0.16
Cl 9.248 -2.776 -0.742 -0.13
H 10.689 -4.626 -0.975 -0.22
H 9.538 -4.496 -2.323 0.29
C 14.172 -5.020 -0.563 -0.25
Cl 13.107 -6.113 -1.457 -0.15
Cl 13.262 -3.973 0.531 -0.14
H 14.868 -5.613 0.018 0.27
H 14.706 -4.400 -1.273 0.26
C 0.424 7.124 2.262 -0.24
Cl -0.309 7.970 0.888 -0.13
Cl -0.815 6.241 3.136 -0.11
H 1.156 6.411 1.901 0.14
H 0.892 7.856 2.909 0.38
C 4.063 -2.546 6.517 -0.45
Cl 3.929 -1.547 5.061 -0.02
Cl 2.723 -3.689 6.651 -0.15
H 4.992 -3.103 6.466 0.30
H 4.056 -1.898 7.384 0.35
C 0.911 8.866 -6.104 0.27
Cl 2.469 9.340 -5.416 -0.16
Cl 0.000 10.261 -6.690 -0.15
H 1.088 8.192 -6.933 0.27
H 0.332 8.374 -5.334 -0.21
C -5.734 -5.404 0.563 -0.05
Cl -6.625 -6.443 1.680 -0.14
Cl -5.889 -3.692 0.993 -0.15
H -4.687 -5.678 0.594 0.05
H -6.129 -5.548 -0.436 0.29
C -3.718 4.315 -6.380 0.33
Cl -4.719 3.312 -5.317 -0.17
Cl -3.549 5.964 -5.780 -0.15
H -2.734 3.868 -6.458 0.26
H -4.195 4.348 -7.354 -0.27
C -5.876 2.963 -9.834 -0.27
Cl -5.796 1.738 -8.562 -0.13
Cl -4.506 4.080 -9.751 -0.17
H -5.859 2.469 -10.797 0.30
H -6.792 3.529 -9.714 0.27
C -0.531 -9.187 -1.789 -0.05
Cl -1.155 -10.413 -2.893 -0.16
Cl 0.146 -9.903 -0.317 -0.14
H 0.251 -8.632 -2.294 0.25
H -1.343 -8.525 -1.510 0.11
C -9.251 -9.001 2.571 0.12
Cl -8.623 -10.551 2.000 -0.15
Cl -10.084 -9.160 4.121 -0.15
H -8.421 -8.317 2.693 -0.09
H -9.949 -8.618 1.838 0.28
C -6.735 7.247 3.416 -0.24
Cl -6.461 6.273 4.877 -0.19
Cl -5.436 8.419 3.141 -0.15
H -6.804 6.584 2.563 0.20
H -7.661 7.794 3.542 0.37

=====

No. 2
115
Properties=species:S:1:pos:R:3:mulliken_charge:R:1 method="wB97M-V/def2-TZVPD" total_energy_ev=-90301.5468 max_force_ev_per_a=0.63 total_charge=0
C -4.090 -3.491 -3.983 -0.82
C -3.090 -4.316 -4.798 -0.35
O -2.733 -5.530 -4.132 -0.44
C -1.449 -5.512 -3.548 -0.66
C -1.178 -4.296 -2.662 -0.21
O -0.284 -4.701 -1.632 -0.31
C 0.032 -3.656 -0.750 -1.06
C -0.853 -3.577 0.478 -0.27
O -1.999 -2.681 0.396 0.01
S -2.717 -2.769 1.820 1.16
O -4.112 -2.812 1.611 -0.56
O -2.127 -1.845 2.720 -0.59
O -2.146 -4.226 2.219 -0.37
C -1.495 -4.823 1.088 0.13
I -3.053 -5.771 -0.084 0.18
P -0.305 -6.144 1.629 0.56
O 0.233 -5.945 2.986 -0.67
H -3.776 -2.463 -3.804 0.08
H -4.217 -3.957 -3.005 0.27
H -5.076 -3.482 -4.446 0.39
H -3.531 -4.607 -5.752 0.44
H -2.188 -3.743 -5.034 0.34
H -0.655 -5.601 -4.300 0.14
H -1.382 -6.396 -2.910 0.23
H -0.683 -3.497 -3.229 0.42
H -2.111 -3.893 -2.260 0.21
H 0.035 -2.698 -1.277 0.38
H 1.038 -3.850 -0.382 0.60
H -0.237 -3.156 1.284 0.45
H -1.042 -7.316 1.416 0.06
H 0.630 -6.105 0.582 0.07
C 4.394 0.994 0.141 -1.37
C 2.890 0.981 0.374 -0.07
C 2.330 -0.419 0.646 -0.29
C 2.537 -1.332 -0.480 0.35
N 2.665 -2.044 -1.372 -0.53
H 4.676 0.420 -0.743 0.42
H 4.737 2.019 0.001 0.36
H 4.922 0.583 1.002 0.31
H 2.373 1.410 -0.487 0.35
H 2.654 1.608 1.235 0.01
H 1.256 -0.368 0.838 0.14
H 2.803 -0.855 1.528 0.35
C 0.874 4.391 2.408 -0.83
C 1.200 4.479 3.891 -0.12
C 2.622 4.986 4.163 -0.55
C 3.630 4.095 3.593 0.22
N 4.403 3.375 3.144 -0.46
H 1.537 3.688 1.898 0.11
H -0.151 4.063 2.260 0.24
H 0.980 5.366 1.927 0.32
H 1.077 3.500 4.360 0.25
H 0.497 5.158 4.376 0.17
H 2.820 5.063 5.233 0.36
H 2.768 5.979 3.734 0.30
C -3.273 2.745 -1.283 -1.10
C -2.846 1.587 -0.393 -0.65
C -2.439 0.361 -1.221 0.60
C -3.546 -0.140 -2.037 0.22
N -4.419 -0.552 -2.659 -0.57
H -4.147 2.475 -1.879 0.31
H -3.533 3.623 -0.689 0.41
H -2.468 3.011 -1.966 0.22
H -3.649 1.308 0.292 0.32
H -1.994 1.884 0.221 0.33
H -2.110 -0.454 -0.575 -0.44
H -1.616 0.616 -1.894 0.36
C 9.699 5.501 4.241 -1.14
C 8.797 4.382 3.738 -0.47
C 7.479 4.897 3.148 -0.18
C 6.684 5.627 4.134 0.25
N 6.049 6.182 4.913 -0.48
H 9.223 6.057 5.050 0.34
H 10.638 5.098 4.623 0.34
H 9.937 6.205 3.441 0.30
H 8.575 3.689 4.551 0.29
H 9.311 3.810 2.963 0.32
H 6.862 4.073 2.786 0.14
H 7.675 5.567 2.307 0.30
C -2.024 4.030 6.778 -0.87
C -2.848 5.307 6.676 -0.43
C -3.665 5.384 5.381 -0.44
C -2.807 5.362 4.196 0.27
N -2.107 5.343 3.287 -0.42
H -1.290 3.968 5.973 0.12
H -1.483 3.995 7.723 0.33
H -2.660 3.145 6.723 0.31
H -2.194 6.179 6.737 0.29
H -3.541 5.371 7.516 0.31
H -4.258 6.299 5.349 0.29
H -4.355 4.540 5.315 0.27
C 1.246 -11.081 -3.555 -1.17
C -0.081 -10.350 -3.712 -0.40
C 0.023 -9.120 -4.621 -0.32
C 0.964 -8.129 -4.099 0.24
N 1.690 -7.350 -3.670 -0.48
H 1.995 -10.440 -3.088 0.34
H 1.127 -11.965 -2.929 0.35
H 1.634 -11.404 -4.523 0.30
H -0.453 -10.039 -2.734 0.28
H -0.829 -11.021 -4.137 0.33
H -0.949 -8.632 -4.726 0.21
H 0.356 -9.411 -5.620 0.37
C -4.947 4.987 -4.368 -0.75
C -3.759 5.660 -5.042 -0.42
C -2.881 4.671 -5.819 -0.50
C -2.319 3.638 -4.948 0.34
N -1.880 2.827 -4.266 -0.44
H -4.618 4.254 -3.630 0.02
H -5.565 5.723 -3.853 0.33
H -5.575 4.473 -5.097 0.32
H -3.147 6.170 -4.296 0.29
H -4.108 6.422 -5.742 0.30
H -2.051 5.187 -6.304 0.29
H -3.463 4.174 -6.597 0.28